Below is a molecular structure, C4H6N2O in a non-equilibrium geometry, with properties calculated with ωB97M-V with the def2-TZVPD basis set.

Element x y z (Å)
O1 2.33 1.09 -1.26
N1 -1.08 1.79 -0.68
N2 0.16 1.30 -0.61
C1 -1.52 0.54 0.04
C2 -0.11 0.14 0.00
C3 1.32 1.73 -1.27
C4 0.80 -1.06 0.24
H1 1.08 2.62 -1.83
H2 1.14 -1.54 -0.79
H3 -2.06 -0.13 -0.55
H4 1.62 -0.89 0.97
H5 0.15 -1.81 0.70
H6 -1.93 0.66 1.07

ΔE to the lowest compared entry with this formula, charge and spin: 4.7370 eV
highest occupied orbital energy (spin up / spin down): -7.924 / -7.499 eV
HOMO-LUMO gap (spin up / spin down): 0.2863 / 0.2665 Eh
lowest unoccupied orbital energy (spin up / spin down): -0.133 / -0.247 eV

Löwdin population analysis, charges in e, atoms 1 to 8:
1. O 0.103
2. N 0.023
3. N -0.125
4. C -0.143
5. C -0.242
6. C -0.208
7. C -0.044
8. H 0.135